a) This record from the Open Molecules 2025 dataset describes a molecular structure, C6H10OS. The level of theory is ωB97M-V/def2-TZVPD.

HOMO energy, eV: -8.7
LUMO, Ha: 0.0298

Element x y z (Å)
C -1.54 -0.98 0.41
C -0.31 -0.27 -0.14
C 0.84 -1.23 -0.38
C 1.65 0.97 0.75
C 0.15 1.03 0.54
C -0.65 0.77 -1.27
H -1.25 -1.53 1.31
H -1.86 -1.68 -0.36
H -2.44 -0.40 0.64
H 0.72 -1.82 -1.29
H 0.93 -1.93 0.52
H 2.11 1.95 0.53
H 1.86 0.69 1.82
H -0.43 1.23 1.48
H -0.07 0.74 -2.17
H -1.71 0.75 -1.50
O -0.30 1.91 -0.43
S 2.30 -0.19 -0.46

=====

b) This record from the Open Molecules 2025 dataset describes C6H10OS in the gas phase. The level of theory is ωB97M-V/def2-TZVPD.

HOMO energy, eV: -8.6
LUMO, Ha: -0.0251
SMILES string: CC/C=C(/C=S)OC

Element x y z (Å)
C 3.45 -0.28 0.59
C 2.44 -0.30 -0.54
C 1.11 -0.91 -0.19
C -0.08 -0.22 -0.15
C -0.32 2.02 0.34
C -1.32 -0.95 0.15
H 3.55 -1.29 1.01
H 3.16 0.38 1.41
H 4.46 0.08 0.29
H 2.81 -0.84 -1.43
H 2.22 0.77 -0.83
H 1.06 -1.93 0.13
H -0.18 3.01 -0.19
H -1.33 1.99 0.80
H 0.49 1.97 1.11
H -1.16 -1.95 0.51
O -0.11 1.04 -0.68
S -2.87 -0.42 0.09

=====

Relative to the most stable one, in hartree, the structures come out at a) 0.0000; b) 0.0288.

=====

a) This record from the Open Molecules 2025 dataset describes a gas-phase ion, C3H6ClN2 (charge +1). The level of theory is ωB97M-V/def2-TZVPD.

Net charge: +1
HOMO energy, eV: -15.1
LUMO, Ha: -0.1782
SMILES string: Cl[C@@H]1CNC=[NH+]1

Element x y z (Å)
C 1.04 0.90 0.27
C -0.70 -0.02 -0.88
C -0.62 -0.65 0.56
N 0.48 0.86 -0.91
N 0.39 0.16 1.23
Cl -0.23 -2.64 0.31
H 1.89 1.52 0.53
H -0.75 -1.01 -1.58
H -1.67 0.52 -1.09
H -1.44 -0.67 1.22
H 0.89 1.37 -1.68
H 0.73 -0.35 2.04

=====

b) This record from the Open Molecules 2025 dataset describes a gas-phase ion, C3H6ClN2 (charge +1). The level of theory is ωB97M-V/def2-TZVPD.

Net charge: +1
HOMO energy, eV: -14.5
LUMO, Ha: -0.2031
SMILES string: Cl[N+]1=CNCC1

Element x y z (Å)
C 0.12 -1.04 -0.96
C -0.85 0.70 0.19
C 0.42 0.43 1.01
N -1.00 -0.38 -0.83
N 1.24 -0.19 -0.05
Cl 2.60 -1.15 0.45
H 0.46 -1.72 -1.75
H -1.84 0.82 0.81
H -0.53 1.67 -0.41
H 0.78 1.37 1.25
H 0.39 -0.33 1.73
H -1.78 -0.17 -1.45

=====

Relative to the most stable one, in hartree, the structures come out at a) 0.0000; b) 0.0894.

=====

a) This record from the Open Molecules 2025 dataset describes 2 unconnected molecules or ions with the total composition C4H9FN. The level of theory is ωB97M-V/def2-TZVPD.

Net charge: +1
HOMO energy, eV: -16.5
LUMO, Ha: -0.1467

Element x y z (Å)
C -1.51 0.49 -0.05
C -1.59 1.90 0.13
C -0.91 -1.92 -0.02
C 2.56 -0.01 -0.15
N -1.39 -0.62 0.11
F 1.13 -0.17 -0.19
H -2.33 2.49 -0.36
H -0.58 2.27 -0.04
H -1.75 2.25 1.22
H 0.07 -1.95 0.38
H -1.64 -2.59 0.46
H -0.69 -2.17 -1.06
H 2.84 0.60 -0.95
H 2.86 0.44 0.78
H 2.92 -1.00 -0.25

=====

b) This record from the Open Molecules 2025 dataset describes a gas-phase ion, C4H9FN (charge +1). The level of theory is ωB97M-V/def2-TZVPD.

Net charge: +1
HOMO energy, eV: -14.6
LUMO, Ha: -0.1412
SMILES string: [NH3+]CC1(F)CC1

Element x y z (Å)
C 1.88 0.20 0.28
C 1.17 1.29 1.04
C 0.46 0.62 -0.07
C -0.88 -0.33 0.20
N -1.66 -0.38 -1.12
F 0.28 1.24 -1.32
H 2.74 0.46 -0.33
H 1.68 -0.82 0.68
H 0.88 1.30 2.08
H 1.51 2.37 0.83
H -1.45 0.03 0.99
H -0.39 -1.30 0.54
H -2.07 0.57 -1.20
H -2.17 -1.26 -1.12
H -1.02 -0.44 -1.96

=====

Relative to the most stable one, in hartree, the structures come out at a) 0.0000; b) 0.0126.

=====

a) This record from the Open Molecules 2025 dataset describes a molecular structure, C4H9FN. The level of theory is ωB97M-V/def2-TZVPD.

Net charge: +1
HOMO energy, eV: -16.3
LUMO, Ha: -0.1425

Element x y z (Å)
C -1.84 0.15 -0.62
C -1.18 -0.19 0.74
C -0.36 -0.07 -0.49
C 0.89 0.69 -0.41
N 1.75 -0.17 0.56
F 0.46 -1.55 -1.02
H -2.29 -0.60 -1.07
H -2.17 1.15 -1.16
H -1.25 0.47 1.57
H -1.48 -1.15 0.95
H 0.66 1.68 0.04
H 1.39 0.90 -1.39
H 1.09 -0.39 1.30
H 2.57 0.26 0.85
H 1.77 -1.16 0.15

=====

b) This record from the Open Molecules 2025 dataset describes 3 unconnected molecules or ions with the total composition C4H9FN. The level of theory is ωB97M-V/def2-TZVPD.

Net charge: +1
HOMO energy, eV: -13.5
LUMO, Ha: -0.1330

Element x y z (Å)
C -1.22 -1.34 0.20
C 1.75 -0.09 -1.58
C -2.31 -1.31 0.74
C 2.76 -0.85 -1.14
N -1.23 1.59 1.20
F 0.88 0.57 -0.73
H -1.15 1.93 2.18
H -0.23 -1.31 -0.14
H -0.96 0.50 1.07
H -3.23 -1.45 1.20
H 2.81 -1.21 -0.13
H 3.52 -1.05 -1.81
H -2.19 1.59 0.92
H -0.66 2.11 0.58
H 1.45 0.31 -2.58

=====

Relative to the most stable one, in hartree, the structures come out at a) 0.0000; b) 0.0045.